Arrangement 1

# C2H8N4

A 2-piece molecular cluster, C2H8N4 overall (ωB97M-V/def2-TZVPD, the OMol25 dataset).

Calculated values
Orbital gap, eV: 10.1
Structure (SMILES): [H]/N=C/N.[H]/N=C/N
HOMO, eV: -8.9

ORCA input file:
```
! RIJCOSX wB97M-V def2-TZVPD def2/J DEFGRID3
* xyz 0 1
H -0.752 3.136 1.301
N -0.437 2.171 1.300
C -0.990 1.356 2.088
N -0.381 0.091 2.184
H -1.871 1.427 2.715
H 0.457 0.085 1.631
H -0.592 -0.487 2.976
H 1.647 -0.734 -0.199
N 1.249 -0.549 -1.111
C 0.751 -1.535 -1.737
N -0.121 -1.312 -2.775
H 1.086 -2.564 -1.675
H 0.075 -1.886 -3.565
H -0.390 -0.371 -2.976
*
```

Arrangement 2

# C2H8N4

C2H8N4 as an isolated structure (ωB97M-V/def2-TZVPD, the OMol25 dataset).

Calculated values
Orbital gap, eV: 9.3
HOMO, eV: -8.4

ORCA input file:
```
! RIJCOSX wB97M-V def2-TZVPD def2/J DEFGRID3
* xyz 0 1
C 1.910 1.214 -0.290
N -0.994 -0.797 -0.565
N 0.725 0.450 -0.594
C 0.173 -0.379 0.295
N -2.313 -0.766 -0.026
N 0.356 -0.607 1.538
H -0.830 -1.699 -1.010
H -0.322 0.146 -1.298
H -2.346 -0.742 0.993
H -2.742 0.112 -0.313
H -0.379 -1.211 1.904
H 2.813 0.603 -0.396
H 1.958 1.610 0.731
H 1.991 2.065 -0.968
*
```

Arrangement 3

# C2H8N4

One molecule with the formula C2H8N4 (ωB97M-V/def2-TZVPD, the OMol25 dataset).

Calculated values
Orbital gap, eV: 9.2
Structure (SMILES): C/C(=N/N)NN
HOMO, eV: -8.2

ORCA input file:
```
! RIJCOSX wB97M-V def2-TZVPD def2/J DEFGRID3
* xyz 0 1
C 1.467 -1.207 -0.665
C 0.504 -0.306 -0.120
N 0.467 -0.230 1.178
N -0.484 0.731 1.704
N -0.189 0.379 -1.044
N -1.615 0.545 -0.979
H 2.487 -0.670 -1.016
H 1.158 -1.751 -1.595
H 1.840 -1.825 0.237
H -0.203 0.739 2.735
H -0.397 1.500 1.206
H 0.165 0.157 -2.020
H -1.909 1.282 -0.199
H -2.221 -0.332 -0.641
*
```

Bottom line: arrangement 1, by a margin of 0.0783 hartree.

Arrangement 1

# C4H14N4

One molecule with the formula C4H14N4 (ωB97M-V/def2-TZVPD, the OMol25 dataset).

Calculated values
Orbital gap, eV: 8.8
Structure (SMILES): C[C@@H](N)NC(C)(N)N
HOMO, eV: -7.8

ORCA input file:
```
! RIJCOSX wB97M-V def2-TZVPD def2/J DEFGRID3
* xyz 0 1
C 1.552 -1.225 0.888
C 1.527 0.132 0.203
N 1.808 0.064 -1.206
N 0.286 0.868 0.319
C -1.043 0.420 0.028
C -1.207 -0.787 -0.884
N -1.704 1.540 -0.569
N -1.710 0.206 1.272
H 1.129 -1.161 1.895
H 2.583 -1.586 0.973
H 1.002 -1.991 0.339
H 2.297 0.747 0.683
H 2.127 0.972 -1.545
H 2.598 -0.563 -1.371
H 0.387 1.855 0.494
H -0.662 -0.673 -1.824
H -2.263 -0.921 -1.146
H -0.898 -1.716 -0.403
H -1.595 1.724 -1.562
H -2.470 2.029 -0.121
H -1.406 0.648 2.131
H -2.337 -0.582 1.405
*
```

Arrangement 2

# C4H14N4

A 2-piece molecular cluster, C4H14N4 overall (ωB97M-V/def2-TZVPD, the OMol25 dataset).

Calculated values
Orbital gap, eV: 9.1
Structure (SMILES): [H]/N=C/NC.CC(N)N
HOMO, eV: -8.4

ORCA input file:
```
! RIJCOSX wB97M-V def2-TZVPD def2/J DEFGRID3
* xyz 0 1
H 1.449 2.300 -0.702
N 1.549 1.291 -0.718
C 1.911 0.788 0.403
N 2.305 -0.503 0.498
C 2.094 -1.461 -0.558
H 2.221 1.382 1.275
H 2.615 -0.849 1.392
H 1.249 -2.122 -0.342
H 2.990 -2.067 -0.701
H 1.890 -0.905 -1.469
C -2.543 -0.759 0.472
C -1.435 0.236 0.148
N -1.874 1.576 0.482
N -1.109 0.219 -1.252
H -2.240 -1.770 0.211
H -2.801 -0.719 1.528
H -3.422 -0.497 -0.108
H -0.494 -0.034 0.759
H -1.196 2.253 0.151
H -1.978 1.685 1.485
H -0.999 -0.733 -1.581
H -0.182 0.687 -1.375
*
```

Bottom line: arrangement 2, by a margin of 0.0055 hartree.

Arrangement 1

# C4H14N4

A 2-piece molecular cluster, C4H14N4 overall (ωB97M-V/def2-TZVPD, the OMol25 dataset).

Calculated values
Orbital gap, eV: 9.4
Structure (SMILES): N/C=C/N.CNCN
HOMO, eV: -8.4

ORCA input file:
```
! RIJCOSX wB97M-V def2-TZVPD def2/J DEFGRID3
* xyz 0 1
N -0.715 1.729 -1.514
C -1.671 1.858 -0.449
C -2.684 1.032 -0.095
N -3.514 1.406 1.039
H -0.185 0.902 -1.378
H -0.105 2.493 -1.543
H -1.540 2.786 0.125
H -2.852 0.061 -0.545
H -3.497 0.681 1.735
H -4.506 1.467 0.743
C 0.487 -0.888 0.915
N 1.083 -1.625 -0.223
C 2.557 -1.767 -0.106
N 3.339 -0.690 -0.643
H -0.580 -0.780 0.722
H 0.639 -1.357 1.907
H 0.910 0.138 0.921
H 0.658 -2.553 -0.229
H 2.813 -2.706 -0.635
H 2.883 -1.887 0.954
H 3.243 -0.491 -1.606
H 3.240 0.192 -0.093
*
```

Arrangement 2

# C4H14N4

A 2-piece molecular cluster, C4H14N4 overall (ωB97M-V/def2-TZVPD, the OMol25 dataset).

Calculated values
Orbital gap, eV: 7.5
Structure (SMILES): CC(N)=C(N)N.CN
HOMO, eV: -6.6

ORCA input file:
```
! RIJCOSX wB97M-V def2-TZVPD def2/J DEFGRID3
* xyz 0 1
C 1.368 -0.593 1.028
C 0.695 0.603 0.382
N 1.658 1.580 -0.036
C -0.547 1.014 0.860
N -1.533 0.068 1.039
N -0.956 2.347 0.820
H 0.705 -1.458 0.992
H 2.260 -0.845 0.453
H 1.674 -0.393 2.060
H 2.313 1.854 0.689
H 1.242 2.406 -0.445
H -1.323 -0.764 0.440
H -2.469 0.389 0.834
H -0.256 3.016 1.109
H -1.874 2.519 1.203
C -0.626 -1.141 -1.723
N -0.325 -2.482 -1.217
H -1.710 -1.035 -1.803
H -0.248 -0.961 -2.742
H 0.000 -0.297 -0.966
H 0.678 -2.621 -1.170
H -0.725 -3.205 -1.808
*
```

Bottom line: arrangement 1, by a margin of 0.0141 hartree.

Arrangement 1

# C4H13N2S

An isolated ion of composition C4H13N2S and charge +1 (ωB97M-V/def2-TZVPD, the OMol25 dataset).

Calculated values
Orbital gap, eV: 9.8
Structure (SMILES): NCC[NH2+]CCS
HOMO, eV: -12.8

ORCA input file:
```
! RIJCOSX wB97M-V def2-TZVPD def2/J DEFGRID3
* xyz 1 1
N -1.148 1.173 1.825
C -1.891 0.128 1.119
C -1.074 -1.081 0.543
N 0.378 -0.536 0.472
C 1.416 -0.766 -0.615
C 1.662 0.557 -1.466
S 2.093 -0.081 -3.067
H -1.359 2.114 1.522
H -1.304 1.097 2.820
H -2.458 0.594 0.295
H -2.652 -0.339 1.772
H -1.321 -1.465 -0.447
H -0.984 -1.963 1.186
H 0.608 -0.377 1.466
H 0.240 0.483 0.387
H 2.398 -1.020 -0.217
H 0.870 -1.420 -1.290
H 2.409 1.200 -1.011
H 0.701 1.057 -1.346
H 1.417 0.647 -3.948
*
```

Arrangement 2

# C4H13N2S

A 2-piece molecular cluster, C4H13N2S overall (ωB97M-V/def2-TZVPD, the OMol25 dataset).

Calculated values
Orbital gap, eV: 9.2
HOMO, eV: -13.2

ORCA input file:
```
! RIJCOSX wB97M-V def2-TZVPD def2/J DEFGRID3
* xyz 1 1
C -2.936 -1.252 -0.233
C 2.259 1.378 0.513
C 0.071 1.519 -0.590
C 1.195 -0.572 -0.433
N -1.648 -1.273 0.465
N 1.188 0.699 -0.182
S 2.333 -1.758 -0.036
H -3.143 -0.235 -0.564
H -2.871 -1.899 -1.106
H -3.771 -1.589 0.387
H 3.232 1.060 0.135
H 2.167 2.450 0.353
H 2.209 1.183 1.586
H 0.387 2.215 -1.368
H -0.739 0.898 -0.965
H -0.289 2.095 0.261
H 0.327 -0.985 -0.933
H -1.470 -2.225 0.777
H -1.724 -0.707 1.308
H 3.223 -1.003 0.625
*
```

Arrangement 3

# C4H13N2S

An isolated ion of composition C4H13N2S and charge +1 (ωB97M-V/def2-TZVPD, the OMol25 dataset).

Calculated values
Orbital gap, eV: 9.2
Structure (SMILES): CNC[C@@H]([NH3+])CS
HOMO, eV: -12.6

ORCA input file:
```
! RIJCOSX wB97M-V def2-TZVPD def2/J DEFGRID3
* xyz 1 1
C 0.329 2.818 -0.990
N -0.318 2.193 0.130
C 0.506 1.258 0.953
C 0.499 -0.086 0.212
N 1.388 -1.132 0.853
C -0.924 -0.549 0.159
S -0.818 -2.191 -0.723
H -0.434 3.403 -1.514
H 0.784 2.048 -1.663
H 1.172 3.494 -0.606
H -0.886 2.893 0.660
H -0.088 1.196 1.861
H 1.683 1.639 1.039
H 0.957 -0.006 -0.761
H 1.137 -2.056 0.463
H 1.309 -1.314 1.880
H 2.308 -0.912 0.798
H -1.379 -0.655 1.070
H -1.584 0.055 -0.463
H -1.846 -2.792 -0.082
*
```

Bottom line: arrangement 2, by a margin of 0.0275 hartree.

Arrangement 1

# CH3ClOSi

CH3ClOSi as an isolated structure (ωB97M-V/def2-TZVPD, the OMol25 dataset).

Calculated values
Orbital gap, eV: 9.4
HOMO, eV: -10.0

ORCA input file:
```
! RIJCOSX wB97M-V def2-TZVPD def2/J DEFGRID3
* xyz 0 1
C -0.116 1.104 -0.392
O 0.850 1.820 -0.155
Si 0.031 -0.648 0.254
Cl -1.667 -1.416 -0.478
H -0.983 1.491 -1.123
H 1.643 -1.655 0.208
H 0.242 -0.697 1.685
*
```

Arrangement 2

# CH3ClOSi

A 2-piece molecular cluster, CH3ClOSi overall (ωB97M-V/def2-TZVPD, the OMol25 dataset).

Calculated values
Orbital gap, eV: 11.7
HOMO, eV: -11.0

ORCA input file:
```
! RIJCOSX wB97M-V def2-TZVPD def2/J DEFGRID3
* xyz 0 1
C -1.966 0.992 -0.603
O -2.667 1.174 0.260
Si 0.968 -0.322 -0.016
Cl -0.705 -1.481 0.062
H 0.981 0.871 0.985
H 1.594 0.108 -1.241
H 1.795 -1.343 0.553
*
```

Bottom line: arrangement 2, by a margin of 0.0490 hartree.

Arrangement 1

# C4H7Cl2N

A 2-piece molecular cluster, C4H7Cl2N overall (ωB97M-V/def2-TZVPD, the OMol25 dataset).

Calculated values
Orbital gap, eV: 7.7
HOMO, eV: -7.0

ORCA input file:
```
! RIJCOSX wB97M-V def2-TZVPD def2/J DEFGRID3
* xyz 0 1
C -0.397 -1.051 -1.531
C -1.374 -1.053 -0.653
C 0.158 0.730 1.892
C 1.040 1.168 -0.191
N 0.908 0.524 0.929
Cl -2.373 0.251 -0.145
Cl 2.119 0.687 -1.502
H -0.117 -0.083 -2.102
H 0.246 -1.903 -1.706
H 0.257 0.018 2.654
H -0.616 1.448 1.909
H -1.524 -1.990 -0.200
H 0.106 1.541 -0.552
H 1.568 -0.287 1.199
*
```

Arrangement 2

# C4H7Cl2N

A 2-piece molecular cluster, C4H7Cl2N overall (ωB97M-V/def2-TZVPD, the OMol25 dataset).

Calculated values
Orbital gap (spin up / spin down), eV: 8.1 / 7.1
HOMO (spin up / spin down), eV: -7.5 / -7.1

ORCA input file:
```
! RIJCOSX wB97M-V def2-TZVPD def2/J DEFGRID3
* xyz 0 1
C -1.817 -1.390 -0.570
C -1.472 -0.252 -0.136
C -0.490 0.567 -0.795
C 1.597 -0.151 0.511
N 1.796 1.019 1.281
Cl -0.375 2.242 -0.564
Cl 2.696 -0.479 -0.733
H -2.572 -2.045 -0.095
H -1.094 -1.759 -1.336
H -2.097 0.157 0.677
H -0.166 0.147 -1.716
H 1.059 -1.023 0.833
H 1.173 1.089 1.947
H 1.763 1.877 0.697
*
```

Bottom line: arrangement 2, by a margin of 0.0118 hartree.